Entry 1:
The following is a DFT calculation (ωB97M-V/def2-TZVPD) of a cluster of 6 separate species, C12H25Cl2N5O12 in total in a non-equilibrium geometry.

```
56
Properties=species:S:1:pos:R:3:forces:R:3
C 3.0535 -2.1547 -0.6985 -1.3 -0.2 0.3
C 1.9908 -1.1482 0.1084 1.0 1.1 -1.7
Cl 1.2818 -2.1550 1.4983 0.5 1.2 -1.0
C 0.8406 -0.6142 -0.9754 0.6 -2.0 -0.6
Cl 0.6229 1.2470 -0.9393 0.0 -1.8 0.2
C -0.5702 -1.4455 -0.8975 -1.0 1.0 -0.3
C -1.7477 -0.9880 0.1474 -0.6 -2.3 -0.1
C -3.0566 -1.6243 -0.6504 0.6 -1.1 -1.1
C -2.4683 -2.0940 -2.1231 -1.3 -2.3 -2.3
O -2.9329 -3.0071 -2.9929 3.6 6.6 5.7
O -1.2363 -1.2435 -2.2018 -1.6 -2.7 -0.6
H 3.7587 -1.5809 -1.4353 -1.4 -1.0 1.7
H 3.6373 -2.7809 0.1166 -1.1 1.4 -1.9
H 2.3484 -2.8742 -1.3377 1.7 1.3 1.4
H 2.5283 -0.1525 0.4885 -1.2 -2.5 -0.4
H 1.3084 -0.8513 -2.0461 -1.2 0.7 2.3
H -0.4550 -2.6092 -0.8554 0.6 2.2 0.5
H -1.9193 0.1519 0.3677 1.0 -2.4 -0.5
H -1.6130 -1.7103 1.0870 -0.3 2.3 -1.7
H -3.3861 -2.6396 -0.1706 0.1 2.3 -0.7
H -3.9125 -0.8579 -0.8749 1.5 -1.7 0.6
C 0.4704 4.6254 1.8613 0.0 0.3 -0.2
N -0.4035 3.4234 1.9338 -0.5 -1.0 0.2
O -1.4030 3.4056 1.2061 1.2 -0.2 1.0
O -0.0613 2.5318 2.7192 -0.7 1.3 -1.3
H 0.0508 5.3240 1.1342 0.0 -0.3 0.2
H 0.4966 5.0741 2.8564 0.1 -0.2 -0.1
H 1.4625 4.2932 1.5490 -0.2 0.0 0.2
C -4.3296 1.1754 1.8613 0.0 0.3 -0.2
N -5.2035 -0.0266 1.9338 -0.6 -0.6 -0.1
O -6.2030 -0.0444 1.2061 1.4 -0.2 1.0
O -4.8613 -0.9182 2.7192 -0.5 1.2 -1.2
H -4.7492 1.8740 1.1342 0.0 -0.3 0.2
H -4.3034 1.6241 2.8564 0.1 -0.2 -0.2
H -3.3375 0.8432 1.5490 -0.2 0.1 0.3
C 3.7046 1.9191 -3.6321 -0.3 0.2 0.0
N 4.5952 1.0472 -2.8195 0.4 -0.5 0.6
O 4.1510 0.6305 -1.7434 1.0 0.5 -1.5
O 5.7151 0.8059 -3.2848 -1.7 0.2 0.7
H 2.7571 2.0462 -3.1041 0.3 -0.1 0.0
H 4.2084 2.8797 -3.7568 0.0 -0.2 -0.1
H 3.5474 1.4251 -4.5931 0.2 0.1 0.1
C -7.5201 -2.1351 3.0408 -0.1 0.1 -0.2
N -8.3940 -3.3371 3.1132 -0.7 -0.7 0.1
O -9.3936 -3.3549 2.3855 1.3 -0.2 1.1
O -8.0519 -4.2288 3.8986 -0.6 1.1 -1.2
H -7.9397 -1.4366 2.3137 0.1 -0.3 0.2
H -7.4939 -1.6864 4.0359 0.1 -0.2 -0.1
H -6.5280 -2.4673 2.7285 -0.3 0.1 0.2
C 8.3684 1.0383 -2.0507 0.0 -0.1 -0.1
N 9.1402 0.5655 -0.8700 0.7 -0.3 0.7
O 10.1037 -0.1793 -1.0848 -1.3 1.0 0.6
O 8.7571 0.9551 0.2392 0.7 -0.6 -1.5
H 8.8147 0.6197 -2.9553 -0.1 0.0 0.3
H 7.3398 0.6917 -1.9323 0.4 0.2 0.1
H 8.4211 2.1289 -2.0637 -0.1 -0.2 0.1
```
Positions in Å, forces in eV/Å.

The SMILES is C[C@H](Cl)[C@H](Cl)[C@H]1CCC(=O)O1.C[N+](=O)[O-].C[N+](=O)[O-].C[N+](=O)[O-].C[N+](=O)[O-].C[N+](=O)[O-]. Its LUMO energy is -0.88 eV.



Entry 2:
The following is a DFT calculation (ωB97M-V/def2-TZVPD) of a structure of composition C5H11N2O in a non-equilibrium geometry.

```
19
Properties=species:S:1:pos:R:3:forces:R:3
C 2.6968 0.2873 -0.6403 0.6 0.8 2.4
O 3.8868 0.9085 -0.5356 -0.4 0.1 -1.3
C 1.6610 1.0203 0.2956 -0.7 -1.2 -0.4
C 0.3951 0.2063 0.4618 -1.3 2.7 2.0
C -0.7174 0.8548 1.3276 -0.3 -0.6 -0.1
N -1.3708 0.5744 -1.2324 2.0 0.3 -0.1
C -2.2491 0.5755 -0.2773 -0.5 -1.7 0.7
N -2.0940 0.4238 1.0064 0.3 0.7 0.7
H 2.0686 0.1733 -1.5577 0.7 0.0 -0.7
H 2.8209 -0.7379 -0.2025 -0.7 -0.3 -0.2
H 1.3463 2.0004 -0.0825 0.5 0.0 0.0
H 2.0981 1.1380 1.3017 0.0 0.0 -0.2
H -0.2403 0.5326 -0.6133 -0.9 -0.5 -1.4
H 0.4866 -0.8245 0.7950 -0.1 -0.4 -1.2
H -0.7982 1.9546 1.2562 1.0 -0.3 0.0
H -0.4537 0.5494 2.3477 -0.3 0.2 0.1
H -3.2847 -4.8817 -1.2116 -0.2 0.2 0.3
H -2.9756 -5.2322 -1.7745 0.2 -0.2 -0.3
H -3.2761 0.4772 -0.6643 0.1 0.2 -0.1
```
Positions in Å, forces in eV/Å.

As for the total charge: -1. Its LUMO energy is 1.78 eV.



Entry 3:
The following is a DFT calculation (ωB97M-V/def2-TZVPD) of a cluster of 2 separate species, C3H3FIO3 in total in a non-equilibrium geometry.

```
11
Properties=species:S:1:pos:R:3:forces:R:3
I -2.8466 5.3758 -0.2414 0.1 -0.1 0.0
C 0.8223 0.2011 -0.2469 0.5 1.3 -2.1
C -0.1927 -0.7656 -0.7978 -0.5 1.4 1.0
O -0.7591 -1.2862 0.3854 0.6 0.2 0.0
C 0.1543 -1.0791 1.3843 -1.0 -2.5 4.1
O 0.0157 -1.5724 2.5119 0.6 1.7 -3.5
O 1.1877 -0.3362 0.9826 -0.3 -0.2 0.7
F 0.4543 -1.7392 -1.4477 0.2 -1.1 -0.8
H 0.4606 1.2278 -0.1916 -0.4 -0.1 0.5
H 1.6672 0.2673 -0.9323 0.2 -0.3 0.2
H -0.9635 -0.2932 -1.4067 0.0 -0.4 -0.1
```
Positions in Å, forces in eV/Å.

As for the total charge: -1. Its LUMO energy is 2.71 eV.



Entry 4:
The following is a DFT calculation (ωB97M-V/def2-TZVPD) of a structure of composition C34H26F5MnN4PS2.

```
73
Properties=species:S:1:pos:R:3:forces:R:3
Mn -0.2585 -0.0025 0.5689 -0.1 -0.4 0.1
C 3.6718 -4.4526 2.3893 0.0 0.0 0.0
C 4.5310 -3.3957 2.1244 -0.1 0.0 0.0
C 4.0310 -2.1946 1.6439 0.1 0.0 0.0
C 2.6627 -2.0467 1.4101 0.1 0.0 0.1
C 1.8074 -3.1025 1.7048 -0.1 0.0 0.0
C 2.3075 -4.3016 2.1878 0.0 0.0 0.0
P 1.9985 -0.4220 0.9785 0.3 -0.1 -0.4
C 3.2155 0.4666 -0.0020 -0.1 0.2 0.0
C 4.0761 -0.2026 -0.8720 0.0 0.0 -0.1
C 4.8852 0.5204 -1.7381 0.0 0.0 0.1
C 4.8367 1.9061 -1.7460 0.0 0.0 0.0
C 3.9760 2.5780 -0.8878 0.0 0.0 0.0
C 3.1612 1.8624 -0.0273 0.1 0.0 0.2
C 1.4832 0.2598 2.5345 0.3 0.2 0.1
C 2.0981 0.8107 3.6537 -0.2 0.0 0.1
C 1.3114 0.9607 4.7842 -0.1 0.0 -0.1
C -0.0366 0.5767 4.7797 0.1 0.0 0.0
C -0.6549 0.0734 3.6432 0.1 0.0 0.0
C 0.1345 -0.0703 2.5074 -0.2 0.1 -0.2
H 4.0622 -5.3862 2.7699 0.0 0.0 0.0
H 5.5923 -3.5042 2.2991 0.0 0.0 0.0
H 4.7156 -1.3770 1.4607 0.0 0.0 0.0
H 0.7394 -2.9766 1.6039 0.0 0.0 0.0
H 1.6348 -5.1167 2.4192 0.0 0.0 0.0
H 4.1196 -1.2832 -0.8862 0.0 0.0 0.0
H 5.5586 -0.0027 -2.4026 0.0 0.0 0.0
H 5.4725 2.4656 -2.4183 0.0 0.0 0.0
H 3.9459 3.6588 -0.8871 0.0 0.0 0.0
H 2.5080 2.3974 0.6509 0.0 0.0 0.0
H 3.1407 1.0987 3.6492 0.0 -0.1 0.0
H 1.7387 1.3729 5.6876 0.0 0.0 0.0
H -0.6196 0.7012 5.6829 0.0 0.0 0.0
H -1.7102 -0.1600 3.6588 0.0 0.0 0.0
F -2.5233 5.8123 2.2141 0.1 -0.1 -0.2
C -2.0202 5.0955 1.2313 0.0 0.1 0.3
C -1.2213 3.9826 1.5467 -0.1 0.2 0.1
F -0.9907 3.6759 2.8150 0.0 0.0 -0.2
C -0.7110 3.2581 0.5143 0.2 -0.3 -0.3
F 0.0796 2.1819 0.7956 0.0 0.2 0.3
C -0.9379 3.5402 -0.8495 -0.2 0.3 0.1
S -0.3092 2.5738 -2.0763 0.1 -0.2 -0.1
C -1.7468 4.6718 -1.1118 0.0 0.1 0.0
F -2.0209 5.0167 -2.3527 0.1 -0.1 0.1
C -2.2811 5.4372 -0.0876 0.0 0.0 0.0
F -3.0379 6.4859 -0.3491 0.1 -0.1 0.0
N -0.7541 -3.4642 -1.7276 0.0 0.0 0.0
C -0.4177 -2.4917 -2.6384 -0.1 -0.1 0.0
C -0.2566 -1.3551 -1.9208 0.0 -0.1 0.1
N -0.4842 -1.6335 -0.5750 0.0 0.2 -0.3
C -0.7850 -2.9116 -0.5050 0.0 0.0 0.0
H -0.9296 -4.4369 -1.9292 0.0 0.1 0.0
H -0.3299 -2.6914 -3.6903 0.0 0.0 0.0
H 0.0069 -0.3687 -2.2683 0.0 0.0 0.0
H -1.0225 -3.4637 0.3859 0.0 0.0 0.1
N -3.6070 -1.6107 1.1604 0.1 0.2 0.0
C -3.4042 -0.7856 0.1217 0.0 0.1 0.0
S -2.4680 0.6512 0.3947 -0.2 -0.1 0.1
N -3.9736 -1.1043 -1.0269 0.0 0.0 -0.1
C -3.8501 -0.6113 -2.3773 0.0 -0.1 0.3
C -4.4404 -1.4296 -3.3325 0.0 0.0 -0.1
C -4.3879 -1.0803 -4.6708 0.0 0.0 0.0
C -3.7458 0.0888 -5.0553 0.0 0.0 0.0
C -3.1725 0.9024 -4.0904 0.0 0.0 0.0
C -3.2184 0.5667 -2.7425 -0.1 0.0 -0.1
H -3.3468 -1.2791 2.0755 0.0 0.0 0.0
H -4.2555 -2.3820 1.1162 0.0 0.0 0.0
H -4.5751 -1.9199 -0.9923 0.0 0.1 0.0
H -4.9498 -2.3400 -3.0363 0.0 0.0 0.0
H -4.8555 -1.7178 -5.4079 0.0 0.0 0.0
H -3.7065 0.3696 -6.0980 0.0 0.0 0.0
H -2.6916 1.8281 -4.3787 0.0 0.0 0.0
H -2.7946 1.2262 -2.0064 0.0 0.0 0.0
```
Positions in Å, forces in eV/Å.

As for the total charge: +2. Its expectation value of S² is 3.911. The spin multiplicity is 4. Its LUMO energy (spin up / spin down) is -6.51 / -7.67 eV.



In the order shown, the computed electronic energy values come out to -2568.6512; -381.6498; -739.5004; -4317.7270 Ha.